Run a
DFT (the ωB97M-V functional and the def2-TZVPD basis) results for a molecular structure, C3H6N2OS.

Its HOMO energy is -9.034 eV. The value obtained for the LUMO energy is -0.337 eV. The value obtained for the frontier orbital gap is 8.70 eV.

Each line ends with the Mulliken charge.
Atoms and positions in Å:
C  -0.2967  0.4110  -2.6962  -0.85
C  -0.0817  -0.6950  -0.1864  0.41
C  0.1494  0.2171  3.2955  -0.34
H  -0.1762  1.1851  -3.4168  0.35
H  0.3838  -0.4745  -2.9623  0.25
H  -1.2249  0.0158  -3.1192  0.33
H  0.0533  -1.2942  1.7390  0.34
H  -0.6105  -0.9152  3.4093  0.25
H  1.2568  0.8566  3.8924  0.28
N  -0.0714  -0.4948  1.1984  -0.04
N  0.4509  0.5886  1.9571  -0.34
O  -0.0684  -1.7673  -0.7878  -0.55
S  -0.0261  0.9068  -1.1128  -0.09



Run b
DFT (the ωB97M-V functional and the def2-TZVPD basis) results for a single C3H6N2OS molecule.

Its HOMO energy is -8.621 eV. The value obtained for the LUMO energy is 0.747 eV. As for the SMILES: N[C@H]1CN(O)C1=S. The value obtained for the frontier orbital gap is 9.37 eV.

Each line ends with the Mulliken charge.
Atoms and positions in Å:
C  0.4613  0.6701  0.3303  0.54
C  -1.0788  0.5485  0.1158  -0.72
C  0.4838  -0.8631  0.2747  -0.17
H  2.0306  0.7739  -0.8571  0.23
H  1.3869  2.2722  -0.5681  0.25
H  0.7070  1.0266  1.3616  0.24
H  -1.4194  0.8685  -0.8776  0.30
H  -1.7351  0.9218  0.9038  0.26
H  -1.0957  -2.6397  -0.2454  0.34
N  1.1895  1.2808  -0.7530  -0.68
N  -0.8322  -0.8806  0.1800  0.21
O  -1.6910  -1.9193  -0.0379  -0.38
S  1.5932  -2.0597  0.1730  -0.41



Stability, descending: run b, run a



Run a
DFT (the ωB97M-V functional and the def2-TZVPD basis) results for a single C5H6S3 molecule.

Its HOMO energy is -8.291 eV. The value obtained for the LUMO energy is -0.442 eV. As for the SMILES: S=C1SCC=CCS1. The value obtained for the frontier orbital gap is 7.85 eV.

Each line ends with the Mulliken charge.
Atoms and positions in Å:
C  -2.1067  -0.0991  -0.1225  0.09
C  0.3605  -1.5927  -0.5181  -0.46
C  1.4293  -0.5587  -0.3169  -0.38
C  1.2440  0.7120  0.1342  -0.14
C  -0.0212  1.4531  0.6045  -0.68
H  0.2139  -1.6308  -1.7028  0.28
H  0.5763  -2.6375  -0.1556  0.33
H  2.4516  -0.7882  -0.2700  0.39
H  2.1961  1.3552  0.0330  0.24
H  0.2874  2.5648  0.7270  0.31
H  -0.2936  1.2692  1.7303  0.33
S  -3.7577  -0.0923  -0.0741  -0.20
S  -1.2664  -1.4061  0.3916  -0.08
S  -1.3136  1.4512  -0.4604  -0.03



Run b
DFT (the ωB97M-V functional and the def2-TZVPD basis) results for a single C5H6S3 molecule.

Its HOMO energy is -9.173 eV. The value obtained for the LUMO energy is 0.617 eV. As for the SMILES: C#C[C@]1(S)[C@H](S)[C@@H]1S. The value obtained for the frontier orbital gap is 9.79 eV.

Each line ends with the Mulliken charge.
Atoms and positions in Å:
C  -1.0171  -0.3694  -0.9559  -0.42
C  0.4766  -0.3447  -1.1281  -0.28
C  -0.1356  -0.6211  0.2490  0.23
C  -0.0285  0.3592  1.2880  -0.89
C  0.0685  1.1740  2.1590  0.43
H  -1.4115  1.8396  -0.2728  0.11
H  -1.4999  -1.2719  -1.3613  0.31
H  0.8743  -1.2095  -1.6621  0.37
H  2.3491  0.9845  -0.7394  0.12
H  1.1422  -2.3542  1.2460  0.15
H  0.1340  1.9176  2.9469  0.42
S  -2.1108  1.0390  -1.0971  -0.17
S  1.2882  1.2058  -1.4867  -0.18
S  -0.1297  -2.3490  0.8145  -0.21



Stability, descending: run a, run b



Run a
DFT (the ωB97M-V functional and the def2-TZVPD basis) results for 2 unconnected molecules or ions with the total composition H6NPSi.

Its HOMO energy (alpha / beta) is -9.094 / -8.015 eV. The value obtained for the LUMO energy (alpha / beta) is -0.957 / -0.789 eV. The value obtained for the frontier orbital gap (alpha / beta) is 8.14 / 7.23 eV.

Each line ends with the Mulliken charge.
Atoms and positions in Å:
N  -1.7187  -0.5244  -0.1531  -0.57
Si  1.3973  0.4787  -0.0452  0.16
P  -0.8814  0.9697  0.0041  0.02
H  -1.2854  -1.3650  0.1523  0.26
H  -2.6757  -0.5815  0.2184  0.26
H  1.7561  -1.7254  1.5464  -0.09
H  1.9431  0.3833  -1.3702  -0.04
H  2.0330  1.0388  1.0600  -0.05
H  -0.5683  1.3258  -1.4127  0.05



Run b
DFT (the ωB97M-V functional and the def2-TZVPD basis) results for a single H6NPSi molecule.

Its HOMO energy is -9.291 eV. The value obtained for the LUMO energy is 0.783 eV. As for the SMILES: N[SiH2]P. The value obtained for the frontier orbital gap is 10.07 eV.

Each line ends with the Mulliken charge.
Atoms and positions in Å:
N  1.1142  -0.3365  1.2567  -0.56
Si  -0.3186  -0.2507  0.1936  0.38
P  -0.1974  1.5001  -1.2414  -0.17
H  1.1455  -0.5467  2.2198  0.24
H  1.8174  -0.9426  0.8508  0.23
H  0.1520  0.4681  -2.2392  0.05
H  -0.8226  -1.2847  -0.6996  -0.09
H  -1.3346  0.0232  1.1968  -0.13
H  -1.5560  1.3700  -1.5375  0.06



Stability, descending: run b, run a



Run a
DFT (the ωB97M-V functional and the def2-TZVPD basis) results for a single CH2N2O2 molecule.

Its HOMO energy is -9.495 eV. The value obtained for the LUMO energy is -0.997 eV. As for the SMILES: NC(=O)N=O. The value obtained for the frontier orbital gap is 8.50 eV.

Each line ends with the Mulliken charge.
Atoms and positions in Å:
C  0.3764  0.1436  0.6121  0.48
N  -0.3750  -1.2191  0.8031  0.16
N  0.0659  0.5947  -0.6345  -0.29
O  1.1887  0.3922  1.4357  -0.46
O  -1.0469  -1.4715  -0.1613  -0.32
H  -0.7497  0.1987  -1.1080  0.26
H  0.5407  1.3615  -0.9471  0.18



Run b
DFT (the ωB97M-V functional and the def2-TZVPD basis) results for a single CH2N2O2 molecule.

Its HOMO energy is -9.222 eV. The value obtained for the LUMO energy is 0.642 eV. As for the SMILES: O=C1NN1O. The value obtained for the frontier orbital gap is 9.86 eV.

Each line ends with the Mulliken charge.
Atoms and positions in Å:
C  -1.9115  -0.0661  0.0442  0.57
N  -1.0224  -1.0484  0.2278  -0.27
N  -0.6385  0.3056  0.6865  -0.17
O  -2.9797  0.3746  -0.1893  -0.43
O  0.2315  1.1379  0.0126  -0.38
H  -0.5031  -1.5673  -0.5338  0.29
H  -0.3064  2.0022  -0.0048  0.38



Stability, descending: run a, run b



Run a
DFT (the ωB97M-V functional and the def2-TZVPD basis) results for a single CH2N2O2 molecule.

Its HOMO energy is -9.540 eV. The value obtained for the LUMO energy is 0.580 eV. As for the SMILES: O=C=NNO. The value obtained for the frontier orbital gap is 10.12 eV.

Each line ends with the Mulliken charge.
Atoms and positions in Å:
N  0.2535  1.0480  0.0108  -0.10
O  1.1394  -0.0936  -0.5465  -0.50
N  -0.7372  0.3452  0.6193  -0.30
C  -0.9673  -0.8425  0.3739  0.63
O  -1.5208  -1.8603  0.2939  -0.37
H  1.0356  -0.0916  -1.5134  0.35
H  0.7968  1.4948  0.7620  0.27



Run b
DFT (the ωB97M-V functional and the def2-TZVPD basis) results for a single CH2N2O2 molecule.

Its HOMO energy is -9.290 eV. The value obtained for the LUMO energy is -0.393 eV. As for the SMILES: O=N[C@@H]1NO1. The value obtained for the frontier orbital gap is 8.90 eV.

Each line ends with the Mulliken charge.
Atoms and positions in Å:
C  0.5243  -0.2441  -0.3905  0.35
N  -0.0127  -1.8800  -0.0504  0.08
N  -0.5928  0.5223  -0.0294  -0.44
O  0.7726  -2.4433  0.6307  -0.26
O  -0.1155  0.3364  -1.4120  -0.29
H  1.6057  0.0660  -0.0745  0.29
H  -1.4943  0.0184  0.2162  0.27



Run c
DFT (the ωB97M-V functional and the def2-TZVPD basis) results for a single CH2N2O2 molecule.

Its HOMO energy is -9.772 eV. The value obtained for the LUMO energy is 0.765 eV. As for the SMILES: O=c1[nH]o[nH]1. The value obtained for the frontier orbital gap is 10.54 eV.

Each line ends with the Mulliken charge.
Atoms and positions in Å:
C  -0.8901  -0.3837  -0.2597  0.48
N  0.2561  -0.1027  -0.9824  -0.21
N  -0.3026  -0.2123  0.9401  -0.15
O  -1.9879  -0.6189  -0.5637  -0.51
O  0.9675  0.1345  0.2521  -0.19
H  0.1222  0.7373  -1.5277  0.28
H  -0.4264  -0.4685  2.0112  0.31



Stability, descending: run a, run c, run b



Run a
DFT (the ωB97M-V functional and the def2-TZVPD basis) results for 2 unconnected molecules or ions with the total composition C3H11N4.

Its HOMO energy is -12.622 eV. The value obtained for the LUMO energy is -5.676 eV. As for the total charge: +1. The value obtained for the frontier orbital gap is 6.95 eV.

Each line ends with the Mulliken charge.
Atoms and positions in Å:
C  -1.0874  0.6009  0.0207  0.74
C  -2.4504  -0.0097  0.0113  -1.27
C  0.3659  -1.3822  -0.1369  -0.81
N  -1.0458  1.9355  -0.1044  -0.46
N  3.1235  0.1721  -0.0756  -0.09
N  0.0111  -0.0236  -0.1776  -0.36
N  2.3802  1.1663  0.0106  -0.07
H  -3.0949  0.6357  0.4829  0.44
H  -2.4602  -0.8505  0.7027  0.37
H  -2.7688  -0.3304  -1.1005  0.27
H  1.4994  -1.6272  -0.0427  0.17
H  -0.2606  -2.0306  0.4447  0.34
H  0.0316  -1.9515  -1.0427  0.33
H  -1.8521  2.4204  -0.4682  0.24
H  3.4881  -0.1512  -1.0329  0.33
H  3.4165  -0.2101  0.8150  0.30
H  2.2053  1.3136  1.0136  0.29
H  -0.2471  2.3904  -0.5251  0.24



Run b
DFT (the ωB97M-V functional and the def2-TZVPD basis) results for 2 unconnected molecules or ions with the total composition C3H11N4.

Its HOMO energy is -11.304 eV. The value obtained for the LUMO energy is -3.210 eV. As for the total charge: +1. The value obtained for the frontier orbital gap is 8.09 eV.

Each line ends with the Mulliken charge.
Atoms and positions in Å:
N  1.4465  0.1877  -0.6138  -0.27
C  1.3927  0.1106  -1.9102  0.23
N  2.3387  -0.4320  -2.6475  -0.32
H  2.1721  -0.3033  -0.1150  0.21
H  0.6420  0.6512  -0.1385  0.46
H  0.5222  0.5238  -2.4014  0.33
H  2.1908  -0.4887  -3.6372  0.25
H  3.2269  -0.7577  -2.3084  0.23
C  -1.6512  -0.5476  1.3196  -0.05
C  -0.9925  0.6119  1.3884  -0.49
N  -0.9261  1.5412  0.2751  -0.63
N  -1.8893  -1.3073  2.5089  -0.55
H  -2.0307  -0.8827  0.3601  0.26
H  -0.4621  0.8827  2.2929  0.36
H  -0.9597  2.4758  0.6559  0.22
H  -1.7764  1.4438  -0.2608  0.24
H  -0.9819  -1.4835  2.9324  0.24
H  -2.2619  -2.2258  2.2995  0.28



Run c
DFT (the ωB97M-V functional and the def2-TZVPD basis) results for 2 unconnected molecules or ions with the total composition C3H11N4.

Its HOMO energy is -11.757 eV. The value obtained for the LUMO energy is -3.600 eV. As for the total charge: +1. The value obtained for the frontier orbital gap is 8.16 eV.

Each line ends with the Mulliken charge.
Atoms and positions in Å:
C  1.1808  -1.1302  -1.6356  -0.66
N  0.2747  -1.4541  1.2626  -0.69
C  0.3200  -2.4097  0.1794  0.00
N  1.1460  -2.3252  -0.7896  -0.40
H  0.1704  -0.7999  -1.8885  0.18
H  1.6731  -1.3859  -2.5723  0.29
H  1.7289  -0.2783  -1.2032  0.29
H  0.0600  -1.9719  2.1109  0.26
H  1.2337  -1.1268  1.3314  0.28
H  -0.4058  -3.2255  0.1628  0.37
N  -0.9554  3.1433  0.2310  -0.31
C  -1.0166  1.9817  0.8430  0.22
N  -0.9639  0.8499  0.1825  -0.23
H  -0.9305  3.2785  -0.7683  0.23
H  -1.1046  3.9846  0.7688  0.25
H  -1.0065  1.9718  1.9272  0.35
H  -0.6678  -0.0460  0.6539  0.35
H  -0.7366  0.9438  -0.7961  0.20



Stability, descending: run b, run c, run a